# C21H36N9O6

2 unconnected molecules or ions with the total composition C21H36N9O6 (wB97M-V/def2-TZVPD, the Open Molecules 2025 dataset).

Structure (XYZ):
```
72
Properties=species:S:1:pos:R:3:forces:R:3
O 1.454557 -3.032586 3.259743 -0.333 -0.100 -0.134
O -0.563502 -5.597016 -0.460427 0.401 0.343 -0.195
N -1.460712 -1.317883 -2.460293 1.542 -0.913 -0.973
N 0.518268 -0.077958 -2.836903 0.843 -0.418 -0.763
O 4.548778 4.358052 0.356979 -0.034 0.058 -0.081
O 2.750110 3.017343 -1.228818 -0.488 0.036 -0.052
O 4.020548 3.547899 -4.279867 -0.137 0.254 0.308
O 1.450459 3.458793 -4.565309 0.220 -0.172 0.596
C 1.757116 -3.274443 2.096029 0.567 0.544 1.414
C -0.831412 -5.548004 0.728532 0.557 0.568 -0.994
C -1.417762 2.051596 -0.737242 0.214 -0.240 -0.120
C -0.294859 2.818403 -0.909592 -0.747 -0.854 -0.222
C -3.354854 1.001408 3.194651 0.540 -1.002 -0.113
C -0.243399 -1.165183 -2.997399 0.447 1.193 0.703
C -1.901711 -0.323436 -1.741379 -0.214 -0.360 -0.481
C 0.026890 0.907038 -2.091408 0.320 0.026 -0.080
C -1.206594 0.824239 -1.493612 -0.191 1.786 1.166
N -3.984882 1.382378 2.117985 -0.495 -0.220 -1.473
N -3.170351 -0.512862 -1.324019 -2.085 0.079 1.163
N -1.513782 -6.547130 1.293027 -0.682 -0.615 1.057
N -2.690990 -0.137973 3.237453 0.343 -0.457 -0.193
N 0.583102 2.135310 -1.755121 1.315 0.312 -0.368
N 0.916298 -3.849197 1.230820 -0.960 -0.933 -1.021
N -3.400142 1.780304 4.238226 0.157 0.872 1.689
C 3.130545 -2.915625 1.577717 -0.141 -0.141 -0.025
C -1.937750 -6.677819 2.688503 0.344 0.171 -0.235
C 0.943752 4.994678 -2.801415 0.109 -0.356 -0.031
C 4.216202 4.906237 -0.918324 -0.448 -1.042 0.469
C -2.586415 -1.114395 2.137932 0.112 -0.139 -0.048
C 1.870869 2.615841 -2.281977 -0.230 -0.195 0.288
C -1.448112 -2.105149 2.377069 -0.152 0.193 -0.264
C 3.823140 3.751092 -1.840754 0.015 0.845 -0.188
C 3.318058 4.229742 -3.218027 1.090 -0.117 0.059
C 1.837137 3.825411 -3.240080 -0.157 0.158 -1.160
C -1.469905 -3.191223 1.295577 -0.134 -0.024 0.355
C -0.446442 -4.310778 1.551405 0.339 0.262 0.269
H 3.895108 3.665563 0.573231 0.329 0.525 -0.255
H 4.968192 3.778835 -4.283067 -0.721 -0.036 0.126
H 2.232367 3.052513 -4.991799 -0.440 0.266 0.210
H -2.288122 2.315200 -0.145978 0.246 0.019 -0.117
H -0.114930 3.797551 -0.475589 0.331 -0.365 -0.343
H 0.151044 -1.977344 -3.601824 -0.028 0.159 0.089
H -4.510840 2.235329 2.098685 -0.081 0.017 -0.179
H -3.943598 0.780808 1.312000 -0.198 0.163 -0.292
H -3.750988 0.264371 -1.614273 -0.355 -0.239 0.132
H -3.461381 -1.414584 -1.695121 -0.448 0.351 0.038
H -1.733088 -7.304396 0.662810 0.048 0.132 -0.048
H -2.199291 -0.360977 4.087565 0.041 -0.039 0.039
H 1.247820 -4.018133 0.290216 -0.248 -0.131 0.017
H -2.920106 1.516734 5.081101 -0.095 0.230 0.109
H -3.903445 2.647612 4.204487 0.060 0.074 0.217
H 3.039456 -2.158394 0.800542 0.117 -0.014 -0.130
H 3.609524 -3.806017 1.172646 0.109 0.068 -0.145
H 3.727738 -2.523972 2.400822 -0.149 -0.062 -0.106
H -2.530563 -7.586707 2.808885 0.105 0.177 -0.124
H -1.065589 -6.746304 3.342381 -0.134 -0.016 0.097
H -2.546833 -5.822241 2.984346 -0.038 -0.077 0.093
H 1.108546 5.858465 -3.452653 0.053 -0.227 0.048
H 1.162420 5.290730 -1.771822 0.005 -0.017 -0.069
H -0.111205 4.715785 -2.874951 0.154 -0.023 0.000
H 3.381351 5.606694 -0.815005 -0.063 0.056 -0.102
H 5.071306 5.453437 -1.328411 0.006 -0.216 0.213
H -3.527323 -1.662468 2.050916 -0.095 0.107 -0.038
H -2.388319 -0.596966 1.197519 -0.126 0.095 -0.006
H 2.337558 1.781414 -2.817480 -0.371 -0.098 -0.033
H -0.502483 -1.564128 2.342404 0.083 -0.106 0.230
H -1.569240 -2.569771 3.356860 0.153 0.016 0.113
H 4.691389 3.095382 -1.970107 -0.132 -0.075 0.005
H 3.433346 5.313380 -3.335647 -0.016 -0.115 -0.025
H -1.289455 -2.742931 0.316244 -0.013 -0.163 -0.089
H -2.466913 -3.636049 1.285313 -0.139 -0.054 -0.121
H -0.475707 -4.585524 2.605070 0.202 0.216 0.124
```
Positions in Å, forces in eV/Å.

## Properties
Relative energy (zero: lowest compared OMol25 entry of this formula, charge and spin) (kJ/mol): 0.0
Total charge: +1

Löwdin population analysis, charges in e, atoms 1 to 5: O 0.03; O 0.06; N 0.13; N 0.15; O -0.05

---

# C21H37AlBrClFMgN6O11P2

A molecular structure, C21H37AlBrClFMgN6O11P2 (wB97M-V/def2-TZVPD, the Open Molecules 2025 dataset).

Structure (XYZ):
```
82
Properties=species:S:1:pos:R:3:forces:R:3
N 0.405467 -2.177293 0.006791 0.183 -0.252 -1.155
P 0.867338 -0.756456 -0.411663 0.234 -1.974 1.228
N -0.441912 0.349313 0.011883 0.502 -0.628 -0.719
C -0.464755 1.665650 0.116452 0.274 0.311 0.266
N -1.682445 2.031830 0.498822 -0.154 -0.146 -0.167
C -2.443945 0.897881 0.627177 -0.854 -0.698 -0.165
C -3.872120 0.700166 1.060490 -0.540 0.622 0.931
O -4.082785 0.289066 2.153948 0.033 -0.357 0.269
N -4.941609 0.939752 0.142794 0.883 0.601 -1.098
C -5.202613 -0.182004 -0.644413 -0.344 -0.510 1.117
O -5.380850 -1.263041 -0.194154 0.175 -0.382 -0.202
F -5.228995 0.063098 -1.935686 -0.183 0.463 -0.421
C -1.685748 -0.176680 0.317794 -0.117 1.176 0.270
H 1.027799 -2.554386 0.708246 -0.433 0.077 0.531
H 1.087674 -0.651118 -1.791401 -0.352 0.804 0.063
H 2.006770 -0.371513 0.308061 -0.159 0.941 -0.394
H 0.387741 2.299689 -0.050676 0.037 0.245 0.049
H -2.001254 2.970948 0.676788 0.196 0.140 0.037
H -4.795103 1.783792 -0.419139 -0.025 -0.312 -0.089
H -1.988282 -1.202116 0.316734 0.479 -0.337 -0.067
C -1.902852 -0.913218 -3.458161 0.147 0.679 0.508
O -1.443589 0.429887 -3.180404 0.163 0.048 -0.017
H -1.810202 -1.096913 -4.519773 0.074 0.185 -0.026
H -1.287571 -1.628611 -2.907679 -0.074 -0.116 -0.095
H -2.946439 -1.017693 -3.163091 -0.017 -0.125 -0.084
H -1.543450 0.553580 -2.234855 -0.149 0.133 0.004
C 5.278020 -2.593493 1.656429 -0.333 0.206 0.119
C 6.261938 -3.305540 0.911011 0.028 -2.287 0.983
C 6.000714 -3.681900 -0.446967 -0.102 0.014 -0.359
C 4.806669 -3.341749 -1.024523 -0.046 0.061 -0.120
C 3.854989 -2.638691 -0.281110 0.355 -0.027 0.118
C 4.095151 -2.269038 1.062894 -0.132 0.135 0.014
H 5.471987 -2.315357 2.682483 0.062 -0.067 0.014
H 7.213684 -3.549871 1.363129 0.371 0.835 -0.297
H 6.745783 -4.229692 -1.005554 0.064 -0.023 0.096
H 4.600310 -3.617213 -2.048939 -0.028 -0.008 0.006
H 2.912127 -2.373944 -0.740119 -0.006 -0.164 -0.034
H 3.337395 -1.729810 1.624166 -0.026 -0.037 0.001
O -0.632048 0.459033 3.867282 0.115 -0.292 0.384
P 0.806302 0.367609 3.371218 0.017 0.021 -0.464
O 1.755451 0.252594 4.554700 -0.364 0.376 0.199
O 1.148581 1.644072 2.604322 0.276 -0.032 -0.216
O 0.931692 -0.832995 2.447004 0.135 0.138 -0.390
C 0.116938 -6.696192 2.299777 0.075 -0.079 0.049
C -1.338959 -6.475838 2.684955 0.026 0.038 0.236
C -1.865946 -5.105689 2.230623 1.012 0.132 0.779
C -1.066210 -4.079693 2.893470 -0.412 0.172 -0.204
N -0.426405 -3.284610 3.414433 0.129 0.038 0.238
H 0.767300 -5.963959 2.775549 -0.044 0.077 -0.045
H 0.445315 -7.684590 2.615094 -0.026 -0.028 -0.037
H 0.250182 -6.622622 1.215295 -0.014 0.005 0.010
H -1.439892 -6.566573 3.775372 0.033 0.101 -0.005
H -1.952075 -7.274084 2.237299 -0.008 -0.003 0.069
H -2.942040 -4.986449 2.499833 0.588 0.671 -0.658
H -1.816545 -4.971964 1.133380 0.080 0.456 0.683
Al -4.121308 -6.172343 3.554142 -0.585 -0.642 0.133
Br -2.321504 -3.627148 -4.367257 -0.074 -0.846 -0.003
C -6.616581 4.713259 -1.352936 -0.086 0.156 -0.044
N -5.195271 4.309141 -1.528365 -0.147 0.091 -0.034
O -4.351771 5.167480 -1.525429 0.147 -0.007 0.057
O -4.972138 3.113287 -1.668049 0.052 0.155 0.017
H -6.654274 5.789974 -1.243797 0.080 0.013 -0.009
H -7.158044 4.388825 -2.236478 -0.002 -0.110 0.036
H -6.989239 4.214628 -0.462875 -0.011 -0.099 -0.057
C 2.188600 4.959746 0.310067 0.046 -0.090 0.044
O 2.287144 4.386365 -0.986237 -0.186 0.075 0.129
C 1.433455 5.023422 -1.931829 0.142 -0.361 -0.176
C 2.192739 5.987987 -2.815004 -0.174 0.338 0.013
O 2.686927 7.089994 -2.074954 0.098 -0.140 0.108
C 4.068389 6.987514 -1.771152 -0.006 0.083 -0.037
H 3.008395 4.575171 0.913061 -0.017 -0.088 -0.028
H 2.255516 6.048414 0.280857 -0.040 0.007 -0.052
H 1.242799 4.666175 0.782440 0.015 0.093 0.078
H 0.608581 5.534875 -1.425601 0.040 0.069 0.017
H 1.007294 4.235396 -2.562680 -0.026 0.038 -0.026
H 1.507173 6.387097 -3.568549 -0.006 -0.058 -0.028
H 3.005166 5.474180 -3.336906 0.003 -0.060 0.034
H 4.669512 7.178204 -2.665837 0.047 -0.051 0.017
H 4.322593 6.005705 -1.364863 -0.004 -0.014 -0.017
H 4.301236 7.746094 -1.026424 -0.044 0.042 -0.024
Mg -2.419922 -6.534831 -0.025698 -0.876 -0.842 -1.387
Cl 5.999369 -5.516920 1.642275 -0.191 1.233 -0.501
```
Positions in Å, forces in eV/Å.

## Properties
Total charge: +1

Löwdin population analysis, charges in e, atoms 1 to 5: N -0.24; P 0.78; N -0.13; C -0.07; N 0.22

---

# C21H37BF2N5O12P2

A gas-phase ion, C21H37BF2N5O12P2 (charge +1) (wB97M-V/def2-TZVPD, the Open Molecules 2025 dataset).

Structure (XYZ):
```
80
Properties=species:S:1:pos:R:3:forces:R:3
C -3.644926 2.613226 1.585089 -0.242 -0.007 0.111
O -2.928479 1.483684 2.140055 0.564 0.204 -0.499
B -2.788537 0.371523 1.426022 -0.718 -0.066 0.395
O -3.716705 -0.272352 0.678392 0.509 -0.386 0.017
N -1.348548 -0.319050 1.443967 0.171 -0.600 0.811
P -1.601670 -1.422545 2.923555 -0.501 -0.375 0.771
N -2.903105 -1.001890 3.634527 0.093 -0.028 -0.120
C -0.120768 0.693464 1.583566 0.791 0.809 -0.990
C -0.332848 2.039062 0.879223 -0.375 0.241 -0.079
C 0.957284 2.900532 0.864567 -0.047 0.187 -0.447
C 1.253229 3.440677 -0.532086 -0.021 0.242 0.235
O 0.784817 4.050900 1.670153 0.249 -0.096 0.200
N 0.371385 0.905573 2.924650 -0.737 -0.593 -0.062
C -0.400748 1.628873 3.920999 0.555 0.273 0.045
C -0.602810 0.949601 5.242997 0.372 -0.243 0.017
O -0.805348 2.730725 3.708707 -0.385 0.402 -0.185
C 1.668847 0.433276 3.338315 -0.127 0.222 0.366
C 2.513536 1.455773 4.037263 -0.294 0.012 0.426
O 1.993058 -0.699603 3.179271 0.218 -0.568 -0.340
O 0.863432 0.053764 0.804620 0.343 -0.398 0.327
C 0.529199 -1.148799 0.169320 -0.204 0.591 0.223
O 0.899216 -1.174381 -1.146065 0.206 -0.131 0.090
C 1.699099 -0.079978 -1.698871 -0.091 -0.120 -0.442
C 2.137243 -0.503223 -3.102762 0.037 -0.111 -0.165
C 3.650745 -0.346736 -3.292187 -0.197 -0.232 0.316
C 1.320028 0.184527 -4.211667 0.015 -0.484 -0.052
C 0.118232 -0.657169 -4.668356 -0.167 0.049 -0.237
C -0.932376 0.195812 -5.411343 0.213 -0.149 0.077
C 0.575860 -1.831478 -5.548547 0.155 -0.063 0.211
N 1.274087 -2.283818 0.793098 -0.533 -0.728 -0.377
C 2.250725 -2.808585 -0.128770 0.278 0.472 0.074
O 3.340438 -2.389250 -0.248402 -0.274 -0.240 -0.093
F 1.783897 -3.850676 -0.841547 0.108 0.130 0.158
C 0.664457 -3.297003 1.588278 0.399 0.343 0.267
O 0.097074 -4.262870 1.229772 -0.053 -0.361 0.026
F 0.844101 -3.071687 2.889124 0.037 0.068 -0.088
C -1.063501 -1.122129 0.201435 1.169 0.106 0.894
O -1.386001 -0.162372 -0.811954 0.095 -0.422 -0.413
C -2.190228 -0.443773 -1.830496 -0.178 0.477 1.208
N -3.022413 -0.285208 -2.604431 -0.069 -0.101 -0.866
P -2.057237 -2.667321 -0.400891 -2.628 0.507 -3.047
O -2.967889 -3.218593 0.831820 1.095 -0.449 0.701
O -1.155541 -3.839188 -1.032840 0.498 0.639 0.915
H -3.462525 2.696192 0.514115 0.006 -0.046 0.010
H -3.270037 3.502889 2.083568 -0.032 -0.050 0.071
H -4.712141 2.496776 1.760291 0.019 0.030 0.064
H -4.476132 -0.565848 1.195840 -0.248 0.252 -0.220
H -1.551211 -2.726848 2.430120 0.208 0.182 -0.297
H -0.432398 -1.236379 3.641634 0.210 0.238 -0.302
H -3.615686 -1.722401 3.669900 -0.136 0.163 -0.029
H -0.665535 1.879811 -0.144885 0.043 -0.261 0.059
H -1.086428 2.648890 1.360420 -0.019 -0.088 0.153
H 1.832154 2.311453 1.166977 -0.081 0.013 0.267
H 1.816387 2.731780 -1.136129 -0.168 -0.032 -0.074
H 1.856567 4.340837 -0.416337 0.081 -0.075 -0.023
H 0.328872 3.744724 -1.026156 0.050 -0.094 -0.126
H 0.449186 3.799433 2.539217 -0.139 -0.021 -0.042
H -1.667686 0.732187 5.346959 0.015 0.058 0.057
H -0.274811 1.620113 6.036063 -0.230 0.075 0.007
H -0.040778 0.019981 5.333985 -0.045 -0.008 -0.003
H 2.297927 2.477825 3.732147 0.153 -0.028 -0.170
H 2.272362 1.386585 5.105097 0.076 0.022 -0.017
H 3.561541 1.188437 3.935588 -0.006 0.076 -0.102
H 1.048048 0.792184 -1.734029 0.150 0.081 0.131
H 2.571222 0.081121 -1.066153 -0.154 0.066 0.178
H 1.935379 -1.576852 -3.183134 -0.002 0.020 0.116
H 3.960340 -0.922493 -4.163919 0.046 0.263 -0.143
H 4.174087 -0.784052 -2.438419 0.073 0.110 -0.005
H 3.946337 0.698150 -3.396192 0.047 -0.027 -0.076
H 1.975298 0.311747 -5.078236 -0.066 0.237 0.001
H 0.978194 1.174318 -3.896402 0.139 0.021 0.044
H -0.359713 -1.097638 -3.783602 -0.012 0.162 0.054
H -1.931046 -0.020864 -5.033464 -0.024 0.078 -0.075
H -0.922423 -0.026581 -6.479135 0.008 0.102 -0.007
H -0.733985 1.261887 -5.291002 -0.126 0.011 0.014
H 1.406864 -1.533608 -6.193566 -0.123 0.058 -0.102
H 0.929527 -2.681303 -4.958868 -0.015 0.009 -0.010
H -0.238888 -2.180783 -6.181952 0.007 -0.081 0.056
H -3.325791 -4.091897 0.608479 -0.057 -0.002 0.088
H -0.193387 -3.701087 -1.036392 0.026 -0.539 0.073
```
Positions in Å, forces in eV/Å.

## Properties
SMILES string: COB(O)[N@+]1([PH2]=N)[C@@](C[C@@H](C)O)(N(C(C)=O)C(C)=O)O[C@@](OC[C@H](C)CC(C)C)(N(C(=O)F)C(=O)F)[C@@]1(OC#N)P(O)O
Total charge: +1

Löwdin population analysis, charges in e, atoms 1 to 5: C 0.02; O 0.05; B -0.80; O 0.21; N 0.03

---

LUMO
In order: -2.72, -7.23, -3.20
Unit: eV